The following is a quantum chemistry calculation of a molecular structure, C40H34I2N6O14S4V, from OMol25.

Output
ΔE to the lowest compared entry with this formula, charge and spin   8.3 kcal/mol
Gap between HOMO and LUMO (alpha / beta)   6.46 / 7.11 eV
Highest occupied orbital energy (alpha / beta)   -8.55 / -8.55 eV

```
! RIJCOSX wB97M-V def2-TZVPD def2/J DEFGRID3
* xyz 0 2
V -0.537 -0.750 -1.159
I -2.240 -7.911 1.626
C -1.694 -6.012 0.966
C -2.635 -5.204 0.352
C -2.265 -3.942 -0.089
I -3.641 -2.832 -1.169
C -0.969 -3.474 0.126
O -0.574 -2.260 -0.298
C -0.003 -4.311 0.695
C 1.442 -3.884 0.900
N 2.040 -2.950 -0.026
C 2.160 -3.343 -1.410
C 0.996 -3.376 -2.411
C 0.817 -4.542 -3.139
C -0.018 -4.558 -4.245
C -0.622 -3.381 -4.633
C -0.431 -2.256 -3.848
N 0.323 -2.250 -2.739
C -0.388 -5.577 1.113
H -3.645 -5.556 0.197
H 1.521 -3.444 1.896
H 2.043 -4.798 0.915
H 1.689 -2.012 0.089
H 2.905 -2.692 -1.881
H 2.594 -4.345 -1.424
H 1.352 -5.435 -2.844
H -0.167 -5.472 -4.806
H -1.247 -3.316 -5.513
H -0.894 -1.321 -4.119
H 0.354 -6.230 1.559
C 3.265 -1.399 4.685
C 1.758 -1.608 4.791
S 0.843 -1.268 3.259
C -0.155 0.168 3.700
C 0.580 1.501 3.806
S 1.334 1.999 2.234
C 3.102 2.072 2.600
C 3.792 0.737 2.875
S 3.820 0.319 4.650
H 3.673 -1.928 3.821
H 3.743 -1.832 5.566
H 1.346 -0.984 5.585
H 1.563 -2.647 5.064
H -0.695 -0.044 4.627
H -0.893 0.208 2.899
H 1.350 1.465 4.575
H -0.141 2.270 4.096
H 3.278 2.777 3.414
H 3.525 2.524 1.701
H 4.824 0.782 2.525
H 3.279 -0.062 2.347
O -2.546 0.549 -4.284
C -2.560 0.592 -3.086
O -1.688 -0.099 -2.342
C -3.513 1.441 -2.313
C -4.043 1.033 -1.101
C -4.930 1.875 -0.455
C -5.260 3.125 -0.934
C -4.703 3.492 -2.145
C -3.859 2.671 -2.860
N -5.026 4.830 -2.688
O -4.634 5.089 -3.805
O -5.659 5.581 -1.972
N -5.544 1.419 0.808
O -5.285 0.292 1.181
O -6.238 2.208 1.415
H -3.787 0.081 -0.656
H -5.924 3.783 -0.398
H -3.444 2.992 -3.803
O 1.193 0.521 -2.807
C 1.821 0.292 -1.793
O 1.253 -0.293 -0.752
C 3.261 0.638 -1.617
C 4.027 0.064 -0.609
C 5.368 0.395 -0.481
C 5.944 1.313 -1.345
C 5.156 1.869 -2.338
C 3.825 1.548 -2.501
N 5.770 2.843 -3.267
O 5.082 3.268 -4.169
O 6.927 3.156 -3.067
H 3.576 -0.653 0.063
H 5.969 -0.063 0.294
H 6.982 1.599 -1.266
H 3.232 1.994 -3.287
O 0.593 4.229 -0.707
S -0.659 3.576 -0.926
O -1.400 3.872 -2.120
N -0.499 1.945 -0.778
C -1.192 1.481 0.215
O -1.303 0.204 0.393
C -1.927 2.488 1.025
C -2.719 2.312 2.145
C -3.320 3.439 2.696
C -3.122 4.699 2.140
C -2.313 4.874 1.021
C -1.726 3.748 0.488
H -2.887 1.326 2.557
H -3.962 3.334 3.561
H -3.608 5.558 2.585
H -2.155 5.853 0.587
*
```

---

The following is a quantum chemistry calculation of a single C5H7N molecule in a non-equilibrium geometry, from OMol25.

Output
SMILES   N#CC1CCC1
ΔE to the lowest compared entry with this formula, charge and spin   24.6 kcal/mol
Gap between HOMO and LUMO   12.12 eV
Highest occupied orbital energy   -11.21 eV

```
! RIJCOSX wB97M-V def2-TZVPD def2/J DEFGRID3
* xyz 0 1
N 1.056 0.798 2.567
C 0.351 0.772 1.650
C -0.494 0.691 0.453
C 0.376 0.683 -0.824
C 0.495 -0.849 -0.699
C -0.804 -0.802 0.149
H -1.287 1.441 0.528
H -0.262 0.956 -1.671
H 1.283 1.287 -0.827
H 0.471 -1.400 -1.646
H 1.356 -1.177 -0.117
H -0.960 -1.436 1.026
H -1.581 -0.964 -0.590
*
```